# C32H86F3N7O10

A 9-piece molecular cluster, C32H86F3N7O10 overall at a distorted geometry (the ωB97M-V functional and the def2-TZVPD basis, OMol25).

The geometry in XYZ format:
```
138
Properties=species:S:1:pos:R:3:forces:R:3
O -9.392 22.640 11.947 -1.36 -1.22 1.63
H -9.047 23.528 12.068 0.43 2.50 0.82
H -9.277 22.325 11.047 0.76 -1.01 -3.27
H -9.143 22.021 12.637 0.33 -0.31 0.00
C -9.656 21.186 9.013 1.27 2.67 -0.76
O -10.810 21.460 9.814 -1.35 -0.10 0.03
O -8.694 22.178 9.298 -1.26 -2.74 1.00
C -9.367 19.629 9.153 -0.64 0.01 1.47
F -8.874 19.274 10.374 -0.25 0.50 0.07
F -10.576 18.986 9.063 0.69 0.17 -0.37
F -8.530 19.034 8.297 -0.38 0.76 -0.33
C -12.065 21.876 9.195 0.06 1.40 1.46
C -12.879 22.768 10.215 0.44 -1.58 0.05
H -12.386 23.734 10.317 -0.12 -0.01 0.00
H -13.911 22.871 9.878 0.10 0.25 -0.31
H -12.964 22.304 11.197 0.23 -0.04 0.12
H -12.638 21.038 8.797 0.15 -0.05 0.08
H -11.969 22.676 8.461 0.98 -0.77 -0.85
H -9.925 21.332 7.967 -0.32 -0.48 -0.48
C -9.328 25.658 10.188 -0.24 0.50 -0.16
C -8.440 25.935 11.445 0.69 -0.28 -1.08
C -8.257 27.451 11.791 0.25 -1.52 0.22
O -7.361 27.679 12.929 0.06 0.09 -1.86
C -5.956 27.804 12.553 -0.36 -0.69 0.54
N -8.979 25.152 12.587 0.33 1.30 -0.24
H -9.469 24.616 9.902 0.45 -0.40 0.55
H -8.972 26.083 9.249 0.63 0.30 0.26
H -10.345 26.046 10.234 -0.16 0.27 0.62
H -7.452 25.548 11.198 0.11 -0.19 0.11
H -9.261 27.789 12.043 0.14 0.59 0.28
H -7.931 27.900 10.853 0.21 0.53 0.23
H -5.669 28.673 11.962 -0.64 0.28 -0.04
H -5.588 26.926 12.023 -0.24 -0.21 -0.17
H -5.386 27.833 13.482 -0.24 0.12 0.08
H -9.659 25.839 12.880 -1.40 -0.59 0.36
H -8.357 25.281 13.372 0.85 -0.28 0.13
C -12.037 16.141 11.897 0.17 -0.92 -0.22
C -11.409 17.191 12.809 -0.09 -0.65 -0.64
C -12.082 18.539 12.674 0.19 1.07 0.43
O -13.472 18.476 12.941 0.99 -1.77 -0.63
C -14.068 19.689 13.099 -0.45 1.31 0.67
N -11.379 16.705 14.190 -0.29 0.32 -0.07
H -13.119 16.062 12.007 -0.07 0.49 -0.07
H -11.709 15.126 12.123 0.39 0.08 0.47
H -11.771 16.227 10.844 -0.20 0.61 -0.06
H -10.350 17.342 12.601 -0.02 0.02 -0.66
H -11.874 19.153 11.797 -0.19 -0.68 -0.99
H -11.566 19.179 13.389 -0.18 0.24 0.97
H -13.931 20.406 12.289 0.07 -0.18 -0.60
H -13.629 20.185 13.964 -0.19 0.28 0.47
H -15.137 19.532 13.247 0.06 0.06 0.07
H -10.827 17.392 14.684 0.18 -0.03 0.48
H -12.313 16.813 14.557 -0.33 -0.20 0.28
C -3.908 24.380 9.949 -0.32 1.72 -2.01
C -5.358 24.003 9.563 2.49 -1.54 1.38
C -5.377 23.458 8.115 0.88 1.17 0.19
O -5.163 24.598 7.320 -0.17 1.29 -0.77
C -4.735 24.380 6.003 -0.35 -0.94 -0.79
N -5.676 22.979 10.536 -2.18 -0.58 -0.09
H -3.751 24.840 10.924 -0.28 -0.48 0.15
H -3.713 25.167 9.220 0.64 0.34 0.05
H -3.182 23.608 9.694 -0.18 -0.30 0.44
H -5.994 24.870 9.739 -0.22 -0.05 -0.50
H -6.269 22.902 7.825 -0.31 0.03 0.20
H -4.485 22.855 7.944 0.00 -0.74 0.43
H -3.772 23.882 5.886 0.53 0.10 0.62
H -4.703 25.280 5.389 -0.11 0.31 0.58
H -5.390 23.688 5.474 -0.53 -0.07 -0.05
H -6.405 22.454 10.073 -0.79 -0.63 0.58
H -4.971 22.301 10.790 0.53 0.39 -0.35
C -5.277 20.018 4.205 -0.94 -0.22 0.24
C -6.755 19.647 4.618 1.54 1.22 -2.51
C -6.887 18.942 5.925 -1.25 -1.47 0.24
O -6.340 17.608 5.962 1.36 1.26 -0.74
C -6.434 16.901 7.163 -0.86 -1.00 -0.18
N -7.597 20.848 4.484 0.83 0.58 1.17
H -5.339 20.755 3.405 0.04 -0.02 0.04
H -4.732 19.152 3.830 -0.03 -0.10 0.15
H -4.711 20.447 5.032 -0.02 0.06 0.13
H -7.143 19.121 3.746 0.15 -1.12 0.39
H -7.969 18.830 5.984 -0.24 0.06 0.73
H -6.516 19.547 6.752 0.09 0.10 0.11
H -5.783 16.027 7.166 0.45 0.19 -0.48
H -7.425 16.448 7.148 -0.42 0.12 0.76
H -6.228 17.405 8.108 -0.16 0.66 -0.16
H -7.592 21.375 5.346 0.29 0.40 0.31
H -8.579 20.671 4.331 0.02 -0.90 -0.04
C -7.463 17.761 13.541 1.34 -0.95 1.42
C -6.056 18.158 13.030 0.11 0.04 -1.51
C -5.276 17.016 12.351 -0.71 -0.75 2.40
O -4.721 16.177 13.407 0.37 0.13 -2.00
C -4.015 15.080 12.781 -1.22 0.30 0.98
N -6.317 19.082 11.957 -0.52 1.47 -0.78
H -7.316 17.110 14.403 -0.01 -0.40 0.01
H -8.007 17.163 12.809 -0.03 0.29 -0.20
H -8.074 18.552 13.976 0.19 0.44 -0.64
H -5.379 18.628 13.744 -0.42 0.01 0.42
H -4.517 17.332 11.635 0.33 0.39 0.33
H -6.042 16.521 11.754 0.01 -0.80 -0.11
H -3.193 15.400 12.141 0.06 0.13 0.04
H -4.774 14.549 12.207 0.28 -0.37 -0.33
H -3.676 14.438 13.593 0.20 0.04 -0.17
H -5.512 19.360 11.414 0.40 0.04 0.26
H -6.921 18.642 11.278 -0.37 0.07 -0.04
C -13.505 24.517 6.828 0.20 1.15 0.32
C -12.886 25.761 6.163 -1.53 -1.41 -0.04
C -11.574 26.107 6.867 -1.41 -1.44 -1.59
O -11.133 27.308 6.307 -0.75 -0.46 0.63
C -9.766 27.427 6.460 0.73 1.62 -0.42
N -12.692 25.582 4.692 1.31 0.36 1.58
H -12.765 23.741 7.021 -0.29 -0.25 -0.48
H -14.401 24.205 6.290 0.28 -0.40 -0.06
H -13.838 24.889 7.797 -0.17 -0.29 0.30
H -13.629 26.541 6.328 0.17 0.50 0.17
H -10.895 25.283 6.651 0.46 -0.10 -0.39
H -11.719 25.993 7.942 0.00 1.07 0.41
H -9.199 26.893 5.697 0.05 -0.70 0.27
H -9.495 27.201 7.491 0.49 -0.02 -0.14
H -9.580 28.473 6.217 0.41 0.17 0.43
H -12.052 26.359 4.616 0.23 0.26 -1.42
H -13.505 25.767 4.122 -0.23 0.17 0.33
C -12.004 22.421 4.190 -1.71 1.00 1.00
C -11.299 21.300 4.879 0.18 -1.70 -0.87
C -12.215 20.073 5.204 -0.11 1.74 -0.40
O -13.242 20.636 5.947 0.13 0.75 1.02
C -14.368 19.867 6.168 -0.27 -0.04 0.18
N -10.337 20.820 3.893 0.81 -0.44 0.96
H -12.277 22.154 3.169 -0.18 -0.10 0.05
H -11.506 23.390 4.163 0.63 -0.30 -0.03
H -12.885 22.683 4.775 -0.39 -0.04 -0.34
H -10.797 21.626 5.790 0.11 -0.03 0.05
H -11.767 19.226 5.724 0.50 0.08 0.00
H -12.642 19.741 4.258 0.05 -0.41 -0.42
H -14.758 19.531 5.207 -0.48 -0.11 -0.04
H -15.047 20.529 6.705 -0.36 -0.20 -0.24
H -14.187 19.001 6.805 0.19 -0.28 0.06
H -10.835 20.366 3.140 0.14 0.32 -0.32
H -9.858 21.660 3.602 0.08 -0.18 -0.91
```
Forces are in eV/Å.

ΔE to the lowest compared entry with this formula, charge and spin: 59.87 kcal per mole
Highest occupied orbital energy: -8.3599 eV
Net charge: 0
Lowest unoccupied orbital energy: 0.045 eV

Atomic partial charges in e from the Mulliken method, atoms 1 to 6: atom 1 (O): -0.31, atom 2 (H): 0.43, atom 3 (H): -0.07, atom 4 (H): 0.40, atom 5 (C): 0.92, atom 6 (O): 0.38

# C32H88AsF6N8O8

C32H88AsF6N8O8 as an isolated structure at a distorted geometry (the ωB97M-V functional and the def2-TZVPD basis, OMol25).

The geometry in XYZ format:
```
143
Properties=species:S:1:pos:R:3:forces:R:3
As 0.237 -0.056 -0.545 -1.02 -0.28 0.35
F -0.301 -0.183 -2.248 0.54 -0.03 1.31
F 0.900 -1.696 -0.635 -0.22 0.92 -0.10
F 0.735 0.022 1.170 -0.28 0.30 -1.26
F -0.533 1.545 -0.505 0.66 -0.80 0.19
F -1.283 -0.762 0.069 0.71 0.42 -0.67
F 1.770 0.654 -1.040 -0.78 -0.30 0.22
C 2.936 1.325 3.373 0.65 0.31 0.30
C 3.310 -0.164 3.507 -1.12 1.07 -0.91
C 2.245 -0.954 4.395 2.63 1.40 -0.36
O 2.355 -0.491 5.752 -0.08 0.04 -0.89
C 1.198 -0.843 6.428 -1.42 -0.38 0.67
N 3.425 -0.779 2.128 0.13 0.38 2.51
H 2.965 1.776 4.365 -0.61 0.05 0.12
H 2.037 1.571 2.808 -0.50 -0.55 0.44
H 3.659 1.927 2.822 0.64 -0.48 -0.18
H 4.309 -0.217 3.940 -0.08 -0.14 0.32
H 2.556 -1.998 4.384 -0.50 -0.33 -0.18
H 1.273 -0.767 3.939 -0.27 -0.21 0.25
H 0.297 -0.456 5.952 -0.12 0.40 -0.18
H 1.162 -0.521 7.469 0.54 0.31 -0.05
H 1.001 -1.915 6.465 0.38 -0.44 -0.09
H 3.631 -1.686 2.522 0.05 -1.11 -1.37
H 2.465 -0.791 1.814 -0.19 -0.32 -0.49
C 4.404 -5.437 -0.281 0.34 -0.58 -0.44
C 3.084 -4.735 -0.577 0.59 -1.25 0.29
C 1.921 -5.654 -0.217 -0.50 0.39 -1.29
O 2.009 -6.862 -1.012 0.36 0.15 1.23
C 1.883 -8.036 -0.238 0.17 -0.43 -0.43
N 3.126 -3.512 0.179 -0.31 0.83 0.26
H 4.523 -6.385 -0.804 -0.18 0.05 -0.42
H 4.536 -5.716 0.764 -0.11 0.55 0.23
H 5.200 -4.774 -0.623 0.27 -0.05 0.29
H 3.071 -4.544 -1.650 -0.31 -0.14 -0.33
H 0.988 -5.200 -0.550 -0.17 0.36 0.33
H 1.855 -5.840 0.855 0.20 -0.14 0.02
H 2.620 -8.774 -0.555 0.22 0.00 -0.25
H 0.911 -8.501 -0.406 -0.28 0.06 0.22
H 2.062 -7.897 0.828 -0.19 0.25 0.05
H 2.269 -2.978 0.141 -0.57 -0.26 0.11
H 3.731 -2.893 -0.342 0.58 0.17 0.21
C -2.793 3.766 -2.029 -0.60 -1.31 -2.21
C -1.567 4.610 -1.911 -0.32 0.25 0.14
C -1.554 5.861 -2.862 0.33 -1.30 0.28
O -1.651 5.376 -4.218 -0.26 -0.92 0.89
C -1.750 6.359 -5.210 0.68 0.97 1.71
N -1.581 5.009 -0.511 0.71 1.36 0.54
H -3.727 4.326 -1.978 -0.01 0.25 0.09
H -2.853 2.931 -1.332 0.38 0.31 0.37
H -2.762 3.270 -2.999 -0.43 -0.04 -0.33
H -0.695 4.011 -2.173 0.13 0.03 0.27
H -0.637 6.435 -2.730 0.40 -0.17 -0.03
H -2.331 6.538 -2.508 -0.73 0.08 -0.59
H -0.918 7.037 -5.020 0.33 0.46 -0.44
H -2.634 6.942 -4.953 -0.47 0.14 -0.94
H -1.640 5.976 -6.225 -0.51 -0.26 0.26
H -2.541 5.257 -0.321 -0.21 0.47 0.11
H -1.466 4.221 0.111 0.61 -0.37 -0.17
C -3.048 -1.875 3.194 0.26 -0.35 0.15
C -1.648 -2.335 3.613 0.07 0.91 -0.81
C -1.638 -2.851 5.035 0.96 -0.09 -1.36
O -2.044 -1.852 5.935 -0.16 -1.32 -0.07
C -2.036 -2.423 7.235 -0.49 1.06 0.41
N -0.999 -3.227 2.640 -0.07 -0.06 0.66
H -3.704 -2.744 3.142 -0.21 -0.07 0.03
H -3.005 -1.423 2.203 0.01 0.10 0.02
H -3.447 -1.168 3.921 -0.12 -0.01 -0.09
H -0.997 -1.468 3.496 0.02 0.41 0.71
H -0.625 -3.169 5.281 0.29 -0.06 0.05
H -2.216 -3.774 5.005 -0.64 -0.07 0.65
H -2.825 -3.145 7.444 -0.37 -0.09 -0.41
H -2.206 -1.553 7.871 0.26 -0.25 0.50
H -1.115 -2.957 7.467 0.39 0.22 0.01
H -1.573 -4.021 2.391 -0.23 -0.08 -0.08
H -0.880 -2.645 1.824 0.13 -0.28 -0.45
C 6.604 -1.712 -1.593 0.10 -0.13 0.12
C 6.033 -0.388 -2.137 1.96 -0.01 0.23
C 4.502 -0.462 -2.189 0.69 -0.67 0.05
O 4.079 -1.266 -3.347 1.77 1.94 1.58
C 2.690 -1.310 -3.452 -0.30 -0.68 -0.26
N 6.612 0.686 -1.243 -1.00 0.01 -0.08
H 6.269 -1.811 -0.560 -0.66 -0.39 -0.11
H 7.676 -1.830 -1.437 0.43 0.88 -0.50
H 6.378 -2.554 -2.247 -0.63 -0.07 0.24
H 6.434 -0.199 -3.132 -0.32 -0.27 -0.43
H 4.099 0.548 -2.111 -0.41 0.09 -0.74
H 4.190 -0.942 -1.261 -0.33 -0.17 0.07
H 2.540 -1.810 -4.409 -0.49 0.04 0.00
H 2.211 -0.331 -3.441 0.02 0.09 -0.02
H 2.284 -1.922 -2.646 -0.34 0.04 0.05
H 6.319 1.616 -1.506 -0.79 0.12 -0.12
H 7.608 0.795 -1.371 0.30 -0.81 -0.09
C -5.559 2.864 1.518 0.15 0.22 -0.31
C -4.509 1.799 1.202 0.40 1.37 1.07
C -3.298 1.949 2.196 0.33 -0.21 -1.58
O -3.591 1.430 3.473 -1.11 -0.06 -0.59
C -2.475 1.423 4.287 0.54 -0.33 1.54
N -5.047 0.502 1.430 -0.94 -0.98 0.21
H -5.238 3.857 1.201 0.37 0.11 0.05
H -5.698 2.906 2.598 -0.44 -0.08 -0.02
H -6.477 2.694 0.957 -0.17 -0.30 0.34
H -4.224 1.913 0.156 0.48 -0.01 0.11
H -2.901 2.959 2.301 -0.08 0.32 -0.14
H -2.540 1.327 1.720 0.59 -0.03 0.17
H -2.647 0.878 5.215 -0.71 -0.14 -0.01
H -2.254 2.436 4.623 0.60 0.22 -0.35
H -1.629 0.862 3.889 0.28 0.47 -0.61
H -4.498 -0.246 1.030 0.24 0.10 -0.31
H -4.905 0.400 2.425 -0.51 -0.67 0.36
C 3.936 3.966 0.049 1.42 1.82 -0.69
C 2.841 4.569 -0.825 -1.59 -2.64 0.41
C 2.950 4.103 -2.303 1.10 1.35 1.73
O 1.895 4.606 -3.092 0.58 -0.11 -0.34
C 1.844 3.922 -4.338 -1.88 -0.04 0.19
N 1.637 3.985 -0.232 -1.37 0.88 -0.74
H 4.731 4.697 -0.100 0.99 -0.44 0.20
H 4.268 2.970 -0.242 -0.16 0.01 -0.16
H 3.750 3.973 1.123 -0.57 0.01 -0.24
H 2.724 5.653 -0.810 0.37 0.07 0.29
H 3.050 3.019 -2.251 -0.27 -0.20 -0.53
H 3.894 4.577 -2.570 0.43 -0.31 -0.96
H 1.034 4.318 -4.950 0.00 0.78 0.16
H 1.397 2.954 -4.109 0.91 -0.75 -0.30
H 2.729 3.951 -4.974 0.40 -0.28 0.52
H 1.601 2.992 -0.410 0.54 -0.59 0.31
H 0.927 4.275 -0.890 -0.92 0.35 0.31
C -6.739 -3.057 -4.599 -0.78 -0.99 0.18
C -6.059 -1.767 -4.417 2.25 0.72 -0.52
C -4.928 -1.738 -3.344 -2.26 -0.26 -0.31
O -4.666 -0.382 -3.083 0.42 -0.30 -0.19
C -3.471 -0.237 -2.314 -0.57 0.43 -0.10
N -5.489 -1.454 -5.743 -0.19 1.05 -0.33
H -6.062 -3.840 -4.941 0.21 -0.23 0.52
H -7.452 -2.993 -5.420 -0.26 0.24 0.17
H -7.255 -3.281 -3.665 -0.04 -0.67 -0.12
H -6.792 -1.032 -4.083 0.08 0.35 -0.41
H -4.110 -2.370 -3.690 0.59 0.38 -0.10
H -5.344 -2.235 -2.467 0.14 -0.02 0.58
H -2.662 -0.658 -2.911 0.34 -0.04 0.63
H -3.624 -0.655 -1.319 0.38 -0.61 -0.06
H -3.304 0.822 -2.115 0.05 0.04 -0.46
H -4.885 -0.645 -5.715 -0.19 0.51 0.30
H -4.841 -2.162 -6.059 -0.18 -0.64 0.23
```
Forces are in eV/Å.

ΔE to the lowest compared entry with this formula, charge and spin: 0.00 kcal per mole
Expectation value of S²: 0.75
Highest occupied orbital energy (alpha / beta): 2.6497 / -4.9453 eV
Multiplicity: 2
Net charge: -2
Lowest unoccupied orbital energy (alpha / beta): 3.646 / 3.560 eV

Atomic partial charges in e from the Mulliken method, atoms 1 to 6: atom 1 (As): 2.07, atom 2 (F): -0.51, atom 3 (F): -0.54, atom 4 (F): -0.54, atom 5 (F): -0.43, atom 6 (F): -0.46